# 1
Density functional theory data (ωB97M-V/def2-TZVPD) for a molecular structure, C17H14N4O2RuS.

Last column: Mulliken spin population.
Atoms and positions in Å:
C  2.613  1.004  3.274  -0.0351
H  -3.931  4.163  -1.705  -0.0008
H  -4.810  2.873  0.262  0.0007
C  0.089  -4.265  -1.210  0.0080
C  0.784  -2.846  0.763  -0.0558
N  1.107  -1.465  0.974  0.5740
C  2.482  3.046  2.008  0.0875
C  1.786  -1.074  2.193  0.0363
C  -3.860  2.634  -0.190  0.0285
C  2.073  0.318  2.171  0.3351
C  -3.119  1.604  0.325  -0.0031
O  2.010  -1.918  3.049  0.2885
H  -1.724  3.529  -2.657  0.0010
C  -2.144  2.998  -1.815  0.0265
H  -3.404  0.990  1.165  0.0034
N  -1.926  1.279  -0.216  0.0334
C  -3.365  3.345  -1.281  -0.0124
C  -0.299  -4.352  -2.535  0.0120
H  1.637  -3.483  1.017  0.0237
C  -0.128  -1.984  -2.689  0.0347
C  1.967  2.362  0.959  0.0540
S  0.156  1.501  -1.905  0.2066
N  0.253  -1.899  -1.401  -0.0455
H  -0.029  -3.143  1.437  0.0303
C  -1.407  1.947  -1.271  -0.0292
Ru  0.733  -0.101  -0.338  2.7394
H  -0.202  -1.049  -3.225  -0.0094
C  -0.410  -3.190  -3.288  0.0003
H  3.231  2.884  4.054  0.0108
H  -0.708  -3.214  -4.326  0.0003
C  2.821  2.348  3.211  0.1951
H  2.840  0.425  4.159  0.0044
H  -0.510  -5.315  -2.979  0.0006
H  0.187  -5.149  -0.595  0.0000
H  1.716  2.848  0.028  0.0010
H  2.646  4.109  1.917  0.0052
N  1.763  1.006  0.989  0.2010
C  0.361  -3.022  -0.665  0.0448
O  -1.280  0.254  0.337  0.2042

Calculated values
**2S+1**: 6
**Energy relative to the best compared isomer or geometry (same formula, charge and spin)**: 0.00 kJ/mol
**Frontier orbital gap (alpha / beta)**: 5.52 / 6.55 eV
**Energy**: -1518.47731 a.u.
**M**: 439.46 g/mol
**Charge**: +1
**Max |F|**: 0.3 eV/A

***

# 2
Density functional theory data (ωB97M-V/def2-TZVPD) for a molecular structure, C58H77As3F18N9O3.

Last column: Löwdin charge in e.
Atoms and positions in Å:
H  -3.778  -0.396  -0.148  0.0293
H  -2.027  -1.007  4.231  0.0391
H  -8.497  1.113  -3.010  0.1428
H  3.457  -3.508  0.549  0.1213
H  -3.643  -3.898  -2.112  0.1368
C  1.995  5.412  -0.833  -0.1452
C  2.121  1.491  0.804  0.0056
H  2.474  -2.251  2.897  0.1011
H  -4.458  -1.231  -4.825  0.1483
C  -3.486  -4.050  6.564  0.0692
C  3.738  -1.402  -2.651  0.0853
H  -2.393  -1.303  -4.470  0.1064
C  -9.362  2.993  -3.659  0.0811
C  1.208  -0.624  4.244  -0.1185
C  3.111  -1.887  5.649  -0.0294
H  -11.063  4.971  -3.721  0.1226
H  1.146  -0.154  3.263  0.0913
C  5.665  1.022  -2.100  0.0653
C  4.673  -1.198  -1.593  -0.1401
As  1.474  1.674  -3.957  0.9513
C  -2.359  -0.734  -3.541  0.0282
H  3.251  1.227  4.054  0.0897
F  2.829  1.168  -5.136  -0.2948
O  -6.643  -0.240  -0.569  -0.0598
As  -0.796  -1.125  0.726  0.9557
H  2.183  8.231  -4.596  0.1580
H  -2.681  -0.488  5.767  0.0793
F  2.349  -4.766  1.920  -0.2908
C  -8.265  2.100  -3.383  0.0914
C  -10.081  5.308  -4.054  0.0049
N  2.710  -0.874  4.500  -0.1891
H  -7.788  5.659  -4.903  0.1444
C  -1.755  -6.399  -0.936  -0.0059
H  -1.077  -1.436  5.622  0.0679
H  -1.133  -7.187  -1.335  0.1511
F  -2.600  -0.950  0.967  -0.2610
F  2.858  -7.032  2.810  -0.2555
F  -1.174  -2.535  -0.306  -0.2574
H  -10.397  2.712  -3.785  0.1525
H  -9.655  6.051  -3.380  0.1220
H  -6.629  0.117  -4.884  0.1434
H  -4.269  -3.704  0.124  0.1056
C  3.240  -1.549  3.225  -0.1155
H  2.170  5.821  -3.410  0.1226
C  4.666  -2.121  -0.529  0.0605
H  6.475  3.021  -2.055  0.1447
H  7.209  -1.795  -1.223  0.1341
H  0.792  0.186  6.265  0.1244
H  -3.813  -2.928  2.169  0.1195
H  1.963  -2.579  -3.310  0.1475
F  -0.656  -2.053  2.280  -0.2677
C  7.148  -0.758  -1.517  0.0699
N  -3.287  -4.345  5.076  -0.0511
N  2.085  2.876  0.366  -0.0559
H  0.647  -3.900  -1.771  0.0936
H  -1.408  -0.202  -3.533  0.0767
H  8.885  3.339  -1.819  0.1147
N  -2.331  -5.584  -1.834  -0.0895
C  -3.558  -3.767  2.801  0.0385
C  1.569  -4.118  -1.231  0.0295
H  -2.664  1.550  -2.322  0.1438
N  7.972  1.463  -1.791  -0.0993
C  -3.542  1.193  -2.839  0.0021
H  9.904  1.968  -2.330  0.1270
N  2.180  9.143  -2.798  -0.0854
C  -6.736  3.803  -4.226  0.0617
C  2.190  8.010  -3.539  0.0633
F  3.041  -4.996  4.317  -0.2639
H  1.085  1.380  5.069  0.1026
H  3.468  -0.956  2.339  0.1020
H  5.378  -1.983  0.271  0.1222
H  -2.449  -1.287  -2.606  0.0928
H  -10.153  5.791  -5.028  0.1207
H  4.556  0.230  4.775  0.0991
N  -9.129  4.259  -4.161  -0.1121
C  -3.536  -4.476  -0.057  0.0525
C  -3.116  -5.020  2.381  -0.0836
H  3.820  -0.683  -3.453  0.1094
O  -5.101  -1.764  -1.018  -0.0694
H  9.520  2.121  -0.631  0.1193
C  3.146  3.720  0.382  0.0030
C  -2.715  -5.884  3.420  0.0431
H  0.714  -1.595  4.243  0.1146
H  1.143  10.788  -3.303  0.1287
F  0.985  -1.394  0.618  -0.2748
H  4.668  1.347  -2.356  0.0911
C  8.252  0.150  -1.476  0.0794
H  9.234  -0.117  -1.114  0.1588
H  -4.548  -3.816  6.640  0.1140
C  5.854  -0.339  -1.777  -0.1508
H  2.511  -2.796  5.593  0.1290
H  1.996  -5.099  -1.438  0.1221
C  2.042  6.695  -1.532  -0.1357
C  4.478  -2.368  5.153  -0.1661
C  -3.194  -4.602  -1.428  0.0377
C  0.623  0.402  5.210  -0.1961
C  -5.812  1.580  -3.470  -0.1078
H  -1.416  -6.657  -3.446  0.1101
H  -1.346  1.451  5.462  0.1106
C  -1.973  -6.209  0.403  0.0522
C  2.665  -2.358  -2.520  0.0673
C  3.089  5.000  -0.094  0.0409
C  -5.792  0.428  -4.277  0.0774
H  1.745  1.558  1.825  0.1024
H  0.119  4.786  -1.650  0.1463
C  -6.989  2.515  -3.779  -0.1361
C  2.053  6.772  -2.913  0.0669
H  -5.736  4.199  -4.321  0.1281
C  2.188  10.491  -3.390  0.0629
H  -4.022  -2.469  4.439  0.1463
H  5.462  -1.889  3.315  0.1013
H  2.139  9.976  -0.901  0.1570
C  -5.456  -0.682  -0.499  -0.8479
H  3.318  0.743  5.842  0.1065
H  -2.109  -5.073  -3.886  0.0995
H  3.114  1.071  0.644  0.1035
H  -2.382  -6.832  3.025  0.1284
F  1.041  0.008  -3.684  -0.2659
F  2.615  1.410  -2.636  -0.2905
C  2.008  7.893  -0.750  0.0808
F  0.386  1.862  -5.349  -0.2474
C  9.131  2.294  -1.634  0.0105
H  2.739  11.114  -2.686  0.1138
H  4.526  -3.412  5.462  0.1076
H  5.439  -2.015  5.526  0.1188
As  1.752  -5.710  3.286  0.9766
C  -1.750  -0.673  5.231  -0.0725
H  2.726  10.450  -4.337  0.1227
H  -2.809  -3.225  6.787  0.0932
H  -0.881  1.016  3.920  0.0824
H  3.158  -1.392  6.619  0.1380
H  1.910  7.865  0.326  0.1444
F  0.137  1.974  -2.717  -0.3090
F  -0.798  -0.103  -0.790  -0.2853
C  3.493  0.471  4.801  0.0535
C  -3.600  -3.415  4.135  0.0044
N  -3.573  0.074  -3.542  -0.0700
H  -1.398  -6.864  1.042  0.1033
H  1.397  0.991  0.160  0.0673
F  0.412  -6.565  2.260  -0.3326
H  4.405  -3.424  3.249  0.0906
F  1.905  3.449  -4.079  -0.2907
H  0.222  2.489  -0.492  0.1242
C  -0.878  0.619  4.935  -0.2083
C  0.980  4.485  -1.072  0.0599
C  -4.656  -0.368  -4.208  0.0393
N  2.661  -3.125  -1.398  -0.0639
H  1.320  -4.118  -0.170  0.0809
H  3.980  5.581  0.094  0.1436
C  -2.737  -5.608  4.766  0.0706
C  -2.223  -5.951  -3.250  0.0275
F  0.510  -4.381  3.567  -0.3191
C  6.736  1.973  -2.049  0.0615
H  -4.714  2.843  -2.170  0.1439
F  1.078  -6.632  4.689  -0.2765
C  -2.893  -5.248  0.916  -0.0727
O  -4.533  0.190  -0.056  0.0370
F  -0.588  0.333  1.612  -0.2406
C  3.536  -2.989  -0.394  0.0233
H  -3.192  -4.958  7.090  0.1011
C  0.986  3.249  -0.424  0.0576
H  4.008  3.294  0.873  0.1450
C  2.030  9.061  -1.464  0.0019
C  4.533  -2.394  3.579  -0.1161
H  -3.222  -6.304  -3.506  0.1201
H  -2.526  -6.333  5.537  0.1522
C  -7.864  4.626  -4.599  0.0691
C  -4.691  1.940  -2.762  0.0363

Calculated values
**Frontier orbital gap**: 3.96 eV
**Energy**: -11478.27386 a.u.
**M**: 1515.04 g/mol
**Charge**: +5
**Max |F|**: 5.8 eV/A

***

Q: Which of these has the lowest charge?
A: C17H14N4O2RuS

***

Q: Number 1 is which compound?
A: C17H14N4O2RuS

***

Please write out number 1 again, unchanged.
Density functional theory data (ωB97M-V/def2-TZVPD) for a molecular structure, C17H14N4O2RuS.

Last column: Mulliken spin population.
Atoms and positions in Å:
C  2.613  1.004  3.274  -0.0351
H  -3.931  4.163  -1.705  -0.0008
H  -4.810  2.873  0.262  0.0007
C  0.089  -4.265  -1.210  0.0080
C  0.784  -2.846  0.763  -0.0558
N  1.107  -1.465  0.974  0.5740
C  2.482  3.046  2.008  0.0875
C  1.786  -1.074  2.193  0.0363
C  -3.860  2.634  -0.190  0.0285
C  2.073  0.318  2.171  0.3351
C  -3.119  1.604  0.325  -0.0031
O  2.010  -1.918  3.049  0.2885
H  -1.724  3.529  -2.657  0.0010
C  -2.144  2.998  -1.815  0.0265
H  -3.404  0.990  1.165  0.0034
N  -1.926  1.279  -0.216  0.0334
C  -3.365  3.345  -1.281  -0.0124
C  -0.299  -4.352  -2.535  0.0120
H  1.637  -3.483  1.017  0.0237
C  -0.128  -1.984  -2.689  0.0347
C  1.967  2.362  0.959  0.0540
S  0.156  1.501  -1.905  0.2066
N  0.253  -1.899  -1.401  -0.0455
H  -0.029  -3.143  1.437  0.0303
C  -1.407  1.947  -1.271  -0.0292
Ru  0.733  -0.101  -0.338  2.7394
H  -0.202  -1.049  -3.225  -0.0094
C  -0.410  -3.190  -3.288  0.0003
H  3.231  2.884  4.054  0.0108
H  -0.708  -3.214  -4.326  0.0003
C  2.821  2.348  3.211  0.1951
H  2.840  0.425  4.159  0.0044
H  -0.510  -5.315  -2.979  0.0006
H  0.187  -5.149  -0.595  0.0000
H  1.716  2.848  0.028  0.0010
H  2.646  4.109  1.917  0.0052
N  1.763  1.006  0.989  0.2010
C  0.361  -3.022  -0.665  0.0448
O  -1.280  0.254  0.337  0.2042

Calculated values
**2S+1**: 6
**Energy relative to the best compared isomer or geometry (same formula, charge and spin)**: 0.00 kJ/mol
**Frontier orbital gap (alpha / beta)**: 5.52 / 6.55 eV
**Energy**: -1518.47731 a.u.
**M**: 439.46 g/mol
**Charge**: +1
**Max |F|**: 0.3 eV/A

***

Q: Among the records above, which one has the highest energy?
A: C17H14N4O2RuS